# 1
36
Properties=species:S:1:pos:R:3 method="wB97M-V/def2-TZVPD" homo_ev="-0.1 / -1.9" charge=-2 gap_ev="5.2 / 7.0" spin_multiplicity=4
V 0.01670 -0.32292 -0.11664
O 1.22072 -3.95760 0.89818
O -1.83184 -1.39279 -0.66395
O -0.48064 -3.76034 2.12383
O -0.38011 2.87297 -2.60076
O 2.07953 -1.57872 -3.41554
O 1.87474 0.11621 0.88940
O 0.64856 1.59415 -1.17132
O 2.36599 -3.03833 -1.87684
O 0.99477 -1.44515 -1.59919
O 0.26753 -2.11160 0.98937
O -0.91666 0.83397 -2.11407
O -1.26148 0.81755 1.12787
N 0.32603 -3.29174 1.36371
N 1.75872 -2.05133 -2.31397
N -0.21529 1.84102 -2.00008
C 3.16338 0.30080 0.36527
C 3.50604 1.79746 0.56167
C -2.76258 -2.06413 0.20059
C -2.10326 1.89975 1.49922
C -2.90751 2.47003 0.30831
H -1.62561 2.71402 2.04411
H 2.78594 2.45053 0.06867
H -2.19634 -1.50343 -1.54514
H 3.11972 0.09265 -0.70378
H -2.77638 -3.12171 -0.06288
H 1.94855 0.45997 1.78270
H 3.59864 1.97980 1.63232
H -3.72125 -1.68534 -0.15375
H 3.81208 -0.40393 0.88550
H -2.80849 1.52434 2.24071
H -3.35720 1.69682 -0.31461
H -2.33065 3.16625 -0.30047
H -3.73197 3.07322 0.68848
H -2.52930 -1.89965 1.25256
H 4.44897 1.92726 0.03050

***

# 2
25
Properties=species:S:1:pos:R:3 method="wB97M-V/def2-TZVPD" homo_ev=-9.3 charge=0 gap_ev=9.8 de_lowest_kcal_mol=4.0 spin_multiplicity=1
O 1.61490 1.84388 0.48858
O 1.57884 -0.11124 -1.44417
N -1.96157 -0.36984 -1.28537
N 0.26110 -1.93684 -0.98950
N -0.67597 0.10095 -1.59202
C 0.95618 -0.13147 1.83768
C -0.61237 1.45172 -2.11163
C 0.61958 1.32951 1.30503
C 0.45517 -0.61384 -1.35067
C -0.25314 -0.84148 2.42586
H 0.51023 2.00250 2.15998
H 1.42894 -0.74143 1.06662
H -0.70612 -0.24759 3.21907
H 1.12099 -2.45677 -0.90833
H -0.49351 -2.44007 -1.43244
H 1.80246 1.17273 -0.25341
H 1.71915 0.00844 2.60907
H -1.98300 -0.75182 -0.34331
H 0.03516 -1.80568 2.84765
H -2.26756 -1.08523 -1.94414
H -1.54583 1.94626 -1.88027
H -1.01179 -1.01738 1.65900
H 0.21449 1.99605 -1.66587
H -0.34152 1.26682 0.77098
H -0.46482 1.43181 -3.18838

***

# 3
25
Properties=species:S:1:pos:R:3 method="wB97M-V/def2-TZVPD" homo_ev=-15.6 charge=+2 gap_ev=8.4 de_lowest_kcal_mol=64.1 spin_multiplicity=1
N 1.36512 1.79632 1.98346
N 1.29785 -1.64988 2.37471
N -1.90376 0.34920 -2.98160
N 0.82849 1.67910 0.70326
N 1.16912 2.82516 -0.09228
C -1.51270 0.59812 -1.53526
C 0.19186 0.63754 0.22120
C -0.30208 0.32299 -1.07152
C -0.43417 -2.41998 0.83558
C 0.82113 -1.71983 1.09562
H 2.10153 -1.01918 2.60872
H -2.00568 -0.71326 -3.00067
H 0.72304 -1.85802 3.12603
H 1.92194 3.36624 0.35733
H -2.69272 0.88909 -3.34690
H 0.40451 -0.11016 -1.76706
H -1.14808 -2.41148 1.61954
H 1.61978 -1.70971 0.28140
H -1.01801 0.72220 -3.47888
H 2.03892 2.54362 2.15682
H -0.09617 -3.35457 0.52027
H 0.30223 3.42288 -0.16279
H 0.88262 1.52917 2.76990
H -0.94093 -2.20657 -0.07938
H -2.43048 0.94787 -1.00510

***

# 4
26
Properties=species:S:1:pos:R:3 method="wB97M-V/def2-TZVPD" homo_ev=-13.4 charge=+1 gap_ev=9.7 de_lowest_kcal_mol=98.5 spin_multiplicity=1
N -0.88151 2.54343 -2.86713
N -0.89644 0.85459 -0.83101
N -3.95347 -0.33036 1.89180
N 0.16629 0.20477 -0.46148
N 0.07844 -0.60365 0.48068
N -2.09714 0.53279 -0.22607
C -2.62461 -0.88770 1.78914
C 3.23274 -0.16151 0.16063
C -1.96825 -0.29526 0.66365
C 2.51066 -1.51877 0.13439
C 1.21142 -1.45217 0.94946
H 2.43860 0.69058 -0.13403
H 4.02792 -0.24448 -0.46284
H -0.79922 1.71969 -1.49034
H -2.15126 -0.64483 2.83950
H -0.73846 1.65671 -3.33652
H 1.32423 -1.07077 1.89664
H -0.01733 3.01488 -2.71851
H 2.11711 -1.75370 -0.95105
H 0.70288 -2.53804 1.10455
H -1.54137 2.97305 -3.46089
H 3.10040 -2.20091 0.54719
H -3.83814 0.69303 2.02046
H -2.56901 -1.95067 1.46716
H 3.45148 0.09771 1.27589
H -4.58935 -0.57559 1.17190

***

# 5
22
Properties=species:S:1:pos:R:3 method="wB97M-V/def2-TZVPD" homo_ev="0.8 / -4.7" charge=-1 gap_ev="3.2 / 8.5" de_lowest_kcal_mol=32.2 spin_multiplicity=2
O -0.66041 -0.58343 -2.23528
N 0.25594 0.49466 0.34827
C -0.69629 -0.29015 1.09999
C 2.45986 1.37872 -0.62790
C -0.84853 -1.75796 0.91929
C -2.11131 0.38364 0.68168
C 1.72889 0.43681 0.40106
H -1.50634 -0.31053 -2.65539
H 2.12393 0.52418 1.43443
H 2.00876 -0.69000 0.10432
H -0.38012 -0.18968 2.25979
H 1.69526 2.01473 -1.09767
H -1.76021 -2.14121 1.45086
H -2.24595 1.30015 1.21203
H 3.09988 0.97741 -1.34619
H -0.81508 -2.12008 -0.14951
H -0.07932 0.55903 -0.62302
H -2.20946 0.55939 -0.38738
H -2.91178 -0.25949 0.97960
H 3.02964 2.13447 -0.16926
H -0.03305 -2.20511 1.42745
H -0.14429 -0.21555 -3.02715

***

# 6
22
Properties=species:S:1:pos:R:3 method="wB97M-V/def2-TZVPD" homo_ev=-8.9 charge=0 gap_ev=9.7 de_lowest_kcal_mol=13.0 spin_multiplicity=1
O -3.97403 0.40256 3.60931
N 0.55162 1.25187 -1.80217
C 1.98393 -1.26970 -1.53738
C 0.12154 1.36041 0.62083
C 1.00388 0.80417 -0.49361
C -0.22297 -1.44145 -0.34794
C 1.13719 -0.72106 -0.40396
H -0.89044 1.09041 0.35325
H -0.97879 -0.89462 -0.90182
H 1.37455 -1.35987 -2.44261
H -0.62219 -1.51455 0.66975
H 0.30140 0.90180 1.59922
H 2.82658 -0.63771 -1.76792
H 0.02652 0.53872 -2.28630
H 1.60112 -0.90536 0.57125
H 2.32200 -2.29018 -1.34475
H 2.01537 1.18030 -0.30052
H -4.56098 0.03605 4.29669
H -4.05305 1.35748 3.70361
H -0.24325 -2.43926 -0.79373
H 0.06052 2.12724 -1.73366
H 0.21947 2.42274 0.73246

***

# 7
22
Properties=species:S:1:pos:R:3 method="wB97M-V/def2-TZVPD" homo_ev=-8.4 charge=0 gap_ev=9.3 de_lowest_kcal_mol=69.9 spin_multiplicity=1
O 0.36801 -3.50107 4.74421
N 0.16033 0.04398 -0.59489
C 0.06117 2.45186 -1.70772
C -0.29841 1.42394 -0.57754
C 1.73603 -0.25982 -0.53272
C -1.90390 1.38225 -0.32888
C -0.27612 -0.71530 -1.82948
H 0.62651 -4.37957 4.62444
H 1.54114 -1.17659 -0.04843
H 0.30831 -1.78289 -1.89267
H 1.10540 -3.32506 5.42899
H 2.29969 0.48938 0.07186
H -2.45838 0.60908 -0.85183
H 1.07305 2.32358 -2.09893
H -0.19066 -0.23850 -2.73693
H -0.66493 2.21664 -2.50305
H -0.10262 3.37340 -1.33323
H -2.10432 1.07120 0.70863
H -2.33931 2.40018 -0.56112
H -1.43430 -1.01633 -1.60523
H 0.20412 1.71941 0.39285
H 2.15730 -0.28079 -1.52682

***

# 8
22
Properties=species:S:1:pos:R:3 method="wB97M-V/def2-TZVPD" homo_ev=-9.5 charge=0 gap_ev=10.4 de_lowest_kcal_mol=30.8 spin_multiplicity=1
O 3.37519 -0.84424 -1.84718
N -0.04956 -0.56585 -2.06172
C -0.73823 1.17102 2.85909
C -0.73106 -0.61108 1.06029
C 0.03647 0.67223 1.64624
C -1.59567 -0.12500 -0.14608
C -0.83064 0.44044 -1.36876
H 0.71180 -0.92770 -1.50236
H -1.33645 -0.94334 1.90071
H 0.99101 0.24232 1.96468
H 3.02889 -0.21192 -1.19790
H -0.10465 1.78002 3.51074
H 2.63702 -0.97637 -2.43599
H -1.61373 1.76892 2.62398
H 0.08153 1.51322 0.95563
H -0.17118 -1.52676 0.82552
H -0.94803 0.27570 3.45852
H -1.52197 0.99030 -2.00054
H -2.36652 -0.90905 -0.28328
H -2.27648 0.56434 0.37607
H -0.53778 -1.40827 -2.33997
H -0.10752 1.11921 -0.91499

***

# 9
22
Properties=species:S:1:pos:R:3 method="wB97M-V/def2-TZVPD" homo_ev=-8.8 charge=0 gap_ev=9.8 de_lowest_kcal_mol=25.6 spin_multiplicity=1
O -0.86856 -3.28833 -0.28956
N 0.06236 0.29012 0.12869
C 2.53338 -0.23262 -0.13346
C -1.05690 0.90061 -0.64248
C 1.31859 0.62475 -0.53110
C -2.37119 0.16716 -0.40723
C 0.07593 0.86080 1.48071
H 1.55559 1.69491 -0.37536
H 0.10320 1.96096 1.42470
H -3.23123 0.69501 -0.80186
H -2.36041 -0.79854 -0.92699
H 2.63773 -1.03936 -0.85159
H 0.97723 0.53466 1.99503
H 1.22753 0.50729 -1.60918
H 3.42010 0.40148 -0.21651
H 2.51890 -0.51635 0.91820
H -0.83785 0.57935 1.99369
H -1.13642 1.94727 -0.32708
H 0.06734 -3.09712 -0.16574
H -2.50974 -0.17653 0.62077
H -0.83024 0.79352 -1.69865
H -1.29534 -2.80904 0.41499

***

# 10
22
Properties=species:S:1:pos:R:3 method="wB97M-V/def2-TZVPD" homo_ev="-13.7 / -13.7" charge=+1 gap_ev="10.8 / 6.4" de_lowest_kcal_mol=10.6 spin_multiplicity=2
O 3.13328 -4.24187 2.40822
N -0.85912 1.39590 -0.02675
C -0.19822 0.12005 0.26786
C 0.44349 -0.59998 -0.91312
C -1.55641 1.99141 1.09798
C -0.64485 -1.16576 -1.84999
C -0.16175 2.30531 -0.90538
H 1.22191 -0.05006 -1.43921
H -0.71020 3.22390 -1.06094
H -0.17241 -1.66392 -2.69165
H 3.55515 -3.96128 3.22426
H 2.21353 -3.93958 2.44871
H 0.88312 2.42009 -0.57940
H 0.48313 0.26830 1.09567
H -0.79924 2.19456 1.83767
H -1.00349 -0.52590 0.63518
H -2.29529 1.31596 1.51972
H -1.22079 -1.90475 -1.30560
H 0.02411 1.71477 -1.81416
H -2.00648 2.92664 0.77213
H 0.92467 -1.46178 -0.45364
H -1.25413 -0.36199 -2.26756

***

Copy entry 8 word for word.
22
Properties=species:S:1:pos:R:3 method="wB97M-V/def2-TZVPD" homo_ev=-9.5 charge=0 gap_ev=10.4 de_lowest_kcal_mol=30.8 spin_multiplicity=1
O 3.37519 -0.84424 -1.84718
N -0.04956 -0.56585 -2.06172
C -0.73823 1.17102 2.85909
C -0.73106 -0.61108 1.06029
C 0.03647 0.67223 1.64624
C -1.59567 -0.12500 -0.14608
C -0.83064 0.44044 -1.36876
H 0.71180 -0.92770 -1.50236
H -1.33645 -0.94334 1.90071
H 0.99101 0.24232 1.96468
H 3.02889 -0.21192 -1.19790
H -0.10465 1.78002 3.51074
H 2.63702 -0.97637 -2.43599
H -1.61373 1.76892 2.62398
H 0.08153 1.51322 0.95563
H -0.17118 -1.52676 0.82552
H -0.94803 0.27570 3.45852
H -1.52197 0.99030 -2.00054
H -2.36652 -0.90905 -0.28328
H -2.27648 0.56434 0.37607
H -0.53778 -1.40827 -2.33997
H -0.10752 1.11921 -0.91499